1.
{"formula": "C35H58LuOP2", "method": "ωB97M-V/def2-TZVPD", "spin_multiplicity": 1, "mol_weight_g_mol": 731.763, "gap_ev": 5.76, "e_homo_ev": -9.866, "e_lumo_ev": -4.1, "charge": 1, "species": ["Lu", "P", "P", "O", "C", "C", "C", "C", "C", "C", "C", "C", "C", "C", "C", "C", "C", "C", "C", "C", "C", "C", "C", "C", "C", "C", "C", "C", "C", "C", "C", "C", "C", "C", "C", "C", "C", "C", "C", "H", "H", "H", "H", "H", "H", "H", "H", "H", "H", "H", "H", "H", "H", "H", "H", "H", "H", "H", "H", "H", "H", "H", "H", "H", "H", "H", "H", "H", "H", "H", "H", "H", "H", "H", "H", "H", "H", "H", "H", "H", "H", "H", "H", "H", "H", "H", "H", "H", "H", "H", "H", "H", "H", "H", "H", "H", "H"], "positions_angstrom": [[-1.41, 0.30, -1.52], [5.11, 1.42, -3.75], [5.67, -1.13, -2.13], [-2.96, -0.64, -2.31], [-0.25, -0.56, 3.03], [-1.64, 0.22, 0.98], [-0.57, 0.35, 1.91], [5.46, 1.78, -5.53], [-6.37, 0.01, -1.56], [1.04, 2.25, 2.59], [-2.46, -0.45, -5.92], [-3.73, -1.52, -2.98], [-0.32, 3.63, 0.17], [5.90, -0.28, -3.74], [2.34, -1.95, 0.90], [3.17, -0.89, 1.55], [-5.21, -3.54, -4.19], [-5.48, -1.16, -1.19], [-5.66, -2.95, -3.00], [-6.08, -2.06, -0.09], [-0.67, 2.29, 0.69], [6.13, -2.85, -2.55], [2.71, -1.76, -1.67], [-4.03, -3.08, -4.78], [-0.89, -0.95, -4.04], [6.60, 2.32, -3.11], [3.38, 0.93, -0.21], [-2.03, -1.54, -4.91], [4.08, -0.13, 0.57], [0.00, 1.62, 1.72], [7.12, -0.65, -1.13], [2.08, -2.22, -0.38], [2.91, 0.86, -1.47], [-3.26, -2.08, -4.18], [-2.44, -1.01, 0.74], [-4.95, -1.91, -2.40], [-1.84, 1.53, 0.39], [2.48, -0.33, -2.25], [-3.00, 1.96, -0.45], [-5.80, -4.34, -4.67], [2.28, -2.43, -2.44], [-2.89, 3.03, -0.71], [5.99, -3.48, -1.66], [-5.84, 0.67, -2.25], [7.50, 1.96, -3.62], [-2.90, 0.41, -5.40], [-0.77, -1.54, -3.10], [5.43, -0.87, -4.54], [-1.09, 0.14, -3.88], [-2.08, -1.81, 1.41], [5.51, -3.23, -3.37], [6.99, -0.21, -3.92], [6.69, 2.21, -2.03], [1.94, 2.55, 2.04], [3.76, -1.41, 2.31], [1.25, -2.93, -0.55], [1.41, -0.24, -2.51], [2.98, -0.25, -3.23], [1.34, 1.57, 3.40], [-1.59, -0.10, -6.49], [3.80, -1.98, -1.61], [0.63, 3.16, 3.07], [-7.02, -2.54, -0.39], [-6.60, -3.27, -2.55], [7.19, -2.87, -2.85], [4.60, -0.88, -0.07], [-5.38, -2.85, 0.20], [6.53, 1.63, -5.74], [6.44, 3.38, -3.35], [0.83, -0.70, 3.15], [2.70, 1.80, -1.98], [-1.61, -2.38, -5.48], [1.85, -2.60, 1.64], [-3.93, 1.82, 0.12], [-4.60, -0.71, -0.72], [-3.19, 1.40, -1.45], [0.77, 3.73, 0.03], [7.14, 0.43, -0.90], [-0.63, -0.16, 3.98], [-0.70, -1.54, 2.89], [8.03, -0.93, -1.67], [3.44, 1.93, 0.25], [7.06, -1.20, -0.18], [-6.29, -1.44, 0.80], [-3.71, -3.50, -5.75], [-3.51, -0.88, 0.97], [-3.21, -0.83, -6.63], [4.85, 1.14, -6.17], [-7.30, -0.31, -2.06], [5.20, 2.83, -5.70], [4.88, 0.37, 1.16], [-2.34, -1.45, -0.29], [0.06, -1.03, -4.58], [-0.79, 3.84, -0.80], [-0.64, 4.43, 0.87], [-6.64, 0.58, -0.67], [2.57, -0.14, 2.10]], "lowdin_charge": [1.813, 0.840, 0.811, -0.374, -0.030, -0.336, -0.200, -0.321, -0.052, -0.035, -0.054, -0.251, -0.048, -0.560, -0.108, -0.185, -0.064, -0.395, -0.019, -0.064, -0.258, -0.274, -0.241, -0.038, -0.119, -0.302, -0.099, -0.338, -0.215, -0.226, -0.269, -0.109, -0.202, -0.138, -0.062, -0.123, -0.410, -0.235, -0.078, 0.113, 0.108, 0.099, 0.048, 0.080, 0.043, 0.088, 0.074, 0.053, 0.057, 0.092, 0.045, 0.051, 0.018, 0.072, 0.119, 0.095, 0.059, 0.070, 0.077, 0.086, 0.004, 0.096, 0.079, 0.117, 0.042, 0.035, 0.086, 0.042, 0.037, 0.061, 0.076, 0.144, 0.103, 0.116, 0.071, 0.055, 0.086, 0.026, 0.105, 0.072, 0.043, 0.102, 0.046, 0.084, 0.122, 0.094, 0.092, 0.034, 0.090, 0.034, 0.122, 0.063, 0.097, 0.069, 0.099, 0.082, 0.092]}

2.
{"formula": "C35H58N3RuSi2Te", "method": "ωB97M-V/def2-TZVPD", "spin_multiplicity": 1, "mol_weight_g_mol": 805.712, "gap_ev": [5.10, 5.08], "e_homo_ev": [-16.427, -16.416], "e_lumo_ev": [-11.3, -11.3], "charge": 3, "species": ["Te", "Ru", "Si", "Si", "N", "N", "N", "C", "C", "C", "C", "C", "C", "C", "C", "C", "C", "C", "C", "C", "C", "C", "C", "C", "C", "C", "C", "C", "C", "C", "C", "C", "C", "C", "C", "C", "C", "C", "C", "C", "C", "C", "H", "H", "H", "H", "H", "H", "H", "H", "H", "H", "H", "H", "H", "H", "H", "H", "H", "H", "H", "H", "H", "H", "H", "H", "H", "H", "H", "H", "H", "H", "H", "H", "H", "H", "H", "H", "H", "H", "H", "H", "H", "H", "H", "H", "H", "H", "H", "H", "H", "H", "H", "H", "H", "H", "H", "H", "H", "H"], "positions_angstrom": [[0.29, -2.65, 0.19], [0.16, 0.09, 0.22], [0.72, -4.92, 2.69], [-1.08, -3.86, -2.66], [-1.95, 0.10, 0.36], [2.37, 0.20, 0.28], [-0.31, 1.89, -0.64], [-1.51, 2.36, -0.21], [0.40, 0.13, 2.13], [2.02, 0.02, 3.92], [-6.66, 2.12, 0.29], [-1.15, 6.14, -0.59], [2.93, 1.57, 0.46], [-6.79, 0.13, 1.78], [-0.59, 0.53, 3.05], [-0.41, 6.63, 0.67], [0.53, 2.79, -1.19], [-2.64, 6.46, -0.46], [2.23, -5.28, 1.65], [-3.86, 1.53, 0.15], [-2.49, 1.31, 0.14], [-0.57, -4.95, -4.05], [-0.57, -3.91, 1.58], [0.48, -3.88, -1.48], [-0.26, 0.66, 4.39], [1.71, -0.12, 2.57], [-6.83, -0.16, -0.72], [-0.21, -6.44, 3.15], [-4.16, -0.75, 0.68], [-1.80, 3.71, -0.17], [-2.79, -0.91, 0.63], [1.10, -3.78, 4.11], [-6.25, 0.66, 0.45], [3.03, -0.39, -0.91], [2.71, -0.53, 1.53], [-0.59, 6.85, -1.83], [-2.50, -4.52, -1.66], [-1.34, -2.07, -3.13], [0.27, 4.13, -1.24], [-0.90, 4.65, -0.67], [1.04, 0.41, 4.82], [-4.74, 0.49, 0.43], [-0.75, 6.11, 1.56], [-2.35, -1.88, 0.84], [-2.32, -5.53, -1.29], [3.74, -0.32, 1.84], [-7.74, 2.19, 0.34], [-1.20, -3.31, 2.24], [-6.26, 2.75, 1.09], [-3.22, 6.04, -1.29], [0.50, 6.83, -1.87], [-1.19, -4.60, 1.00], [3.98, 1.49, 0.76], [-6.35, 0.64, 2.64], [2.90, 2.12, -0.47], [-3.40, -4.57, -2.28], [-7.91, -0.07, -0.72], [1.41, 2.38, -1.66], [-1.01, 0.98, 5.10], [-1.38, -5.05, -4.78], [-6.35, 2.53, -0.68], [1.29, 0.54, 5.86], [-6.59, -1.22, -0.63], [-1.60, 0.73, 2.72], [0.36, -3.91, 4.90], [2.65, -4.41, 1.13], [0.67, 6.50, 0.57], [2.65, -1.60, 1.33], [-4.77, -1.62, 0.90], [-1.14, -6.21, 3.66], [3.03, -0.16, 4.26], [0.29, -4.54, -4.59], [0.99, 4.78, -1.73], [-7.87, 0.30, 1.82], [-1.18, -1.38, -2.29], [-0.98, 6.43, -2.76], [-0.67, -1.78, -3.94], [2.08, -3.98, 4.53], [2.05, -6.06, 0.91], [-2.75, -3.88, -0.80], [0.40, -7.05, 3.83], [3.03, -5.64, 2.31], [-6.46, 0.20, -1.68], [2.38, 2.10, 1.23], [-6.63, -0.95, 1.90], [-4.23, 2.52, -0.07], [0.67, -4.86, -1.04], [1.36, -3.54, -2.03], [-0.88, 7.90, -1.80], [-2.77, 7.54, -0.47], [4.10, -0.15, -0.93], [2.57, -0.01, -1.82], [-3.06, 6.10, 0.48], [2.93, -1.48, -0.89], [-0.61, 7.70, 0.80], [-0.32, -5.95, -3.71], [-2.36, -1.91, -3.47], [1.07, -2.73, 3.80], [-2.75, 4.03, 0.23], [-0.43, -7.06, 2.28]], "lowdin_charge": [1.525, 1.095, 0.460, 0.439, -0.056, -0.356, -0.022, -0.167, -0.257, 0.000, -0.048, -0.549, -0.049, -0.025, -0.048, -0.013, -0.081, -0.040, -0.182, 0.089, -0.189, -0.158, -0.502, -0.489, -0.025, -0.239, -0.019, -0.158, 0.039, 0.084, -0.112, -0.153, -0.553, -0.060, -0.182, -0.031, -0.169, -0.173, 0.050, -0.095, 0.004, -0.108, 0.094, 0.055, 0.051, 0.146, 0.103, 0.022, 0.097, 0.102, 0.085, 0.016, 0.114, 0.098, 0.072, 0.054, 0.104, 0.111, 0.128, 0.056, 0.093, 0.135, 0.086, 0.102, 0.053, 0.010, 0.094, 0.069, 0.131, 0.051, 0.139, 0.050, 0.133, 0.103, -0.023, 0.104, 0.047, 0.053, 0.046, 0.013, 0.058, 0.054, 0.097, 0.106, 0.084, 0.117, 0.031, 0.029, 0.103, 0.102, 0.114, 0.094, 0.086, 0.065, 0.106, 0.052, 0.050, 0.009, 0.121, 0.049]}

Total energy, respectively: -3361.58480 -2473.73705 hartree.
Energy above the lowest of the compared OMol25 structures with the same formula, charge and spin, respectively: 211.3 113.9 kJ/mol.